Record 1
21
Properties=species:S:1:pos:R:3:forces:R:3:mulliken_charge:R:1 method="wB97M-V/def2-TZVPD" gap_ha=0.41011 relative_energy_kcal_mol=21.96 mol_weight_da=102.2 smiles=CCCCCCO e_lumo_ha=0.0370
C -2.6177 -0.7580 1.5841 0.35 0.47 -0.17 -1.16
C -1.8061 0.5349 1.4493 0.60 -0.25 -1.15 -0.44
C -0.2675 0.3518 1.4872 -0.28 0.94 0.47 -0.94
C 0.3980 0.7715 0.1870 1.15 -0.10 -0.19 -0.67
C 0.3193 -0.2634 -0.9335 -0.69 -1.14 -0.12 -0.09
C 1.5942 -0.7757 -1.5819 0.43 0.73 0.26 -0.75
O 2.3919 0.2683 -2.1297 0.29 0.21 0.27 -0.51
H -3.4977 -0.7482 0.9460 -0.33 0.18 0.28 0.32
H -2.8780 -0.9420 2.6202 -0.14 -0.31 0.07 0.32
H -2.0136 -1.5686 1.1848 0.09 -0.26 0.24 0.30
H -1.9659 0.9190 0.4392 -0.39 0.09 0.00 0.26
H -2.0782 1.3592 2.1044 -0.33 -0.27 0.28 0.43
H 0.0701 -0.6372 1.7987 -0.19 -0.17 -0.12 0.46
H 0.1190 1.0406 2.2359 0.11 -0.04 0.30 0.32
H 1.4493 0.9515 0.4405 0.16 -0.03 -0.13 0.37
H 0.0401 1.7453 -0.1501 -0.18 -0.03 0.07 0.34
H -0.3647 0.0153 -1.7345 -0.11 0.24 0.07 0.34
H -0.0927 -1.1779 -0.4841 -0.30 0.06 -0.14 0.14
H 2.1666 -1.3553 -0.8464 0.09 0.00 -0.09 0.30
H 1.3772 -1.4128 -2.4339 -0.21 -0.21 0.08 0.35
H 2.7572 0.7782 -1.3926 -0.11 -0.09 -0.29 0.31



Record 2
91
Properties=species:S:1:pos:R:3:forces:R:3:mulliken_charge:R:1 method="wB97M-V/def2-TZVPD" gap_ha="0.18733 / 0.18714" relative_energy_kcal_mol=117.93 mol_weight_da=999.2 total_charge=+3 e_lumo_ha="-0.3936 / -0.3937"
W 0.1900 -0.3325 -0.0349 -0.48 -0.42 0.22 0.34
C -3.3409 0.3302 1.0038 -0.11 -0.01 0.05 -0.61
C -2.6012 1.0955 2.0713 -0.07 -0.06 0.11 -0.98
S -1.1742 1.9681 1.4236 0.14 -0.13 -0.37 0.70
C -1.8822 3.4885 0.7415 -0.11 0.16 0.09 -1.32
C -2.5239 3.4583 -0.6377 -0.08 -0.02 0.04 -0.73
S -1.4176 2.6364 -1.7917 0.14 0.05 -0.01 0.15
C -2.5646 1.9192 -2.9777 -0.05 -0.09 -0.06 -0.58
C -1.8467 0.8192 -3.7430 -0.07 -0.18 -0.19 -1.56
S -1.1272 -0.5357 -2.7677 -0.10 0.58 -0.04 0.96
C -2.5432 -1.6040 -2.4555 -0.05 -0.05 0.06 -1.20
C -3.3355 -1.2889 -1.2024 -0.07 -0.01 -0.05 -0.98
S -2.3491 -1.0376 0.3171 0.14 -0.14 0.05 0.47
H -3.6029 0.9811 0.1708 0.00 -0.03 0.03 -0.08
H -4.2462 -0.1407 1.3931 0.02 0.05 0.01 0.59
H -2.2296 0.4447 2.8643 -0.01 0.02 -0.04 0.11
H -3.2727 1.8224 2.5302 -0.01 0.02 0.00 0.87
H -1.0523 4.1977 0.7556 0.03 -0.06 -0.01 0.45
H -2.6037 3.8390 1.4825 0.04 0.07 -0.01 0.59
H -2.6951 4.4835 -0.9653 -0.05 0.00 0.04 0.54
H -3.4903 2.9517 -0.6182 0.05 -0.02 -0.05 0.47
H -2.8967 2.6792 -3.6854 -0.02 -0.03 0.00 0.57
H -3.4464 1.5307 -2.4642 0.02 0.03 0.04 0.34
H -1.0089 1.2211 -4.3148 0.00 0.02 0.02 0.41
H -2.5162 0.3381 -4.4574 0.00 0.13 -0.07 0.72
H -2.1657 -2.6286 -2.4396 0.00 -0.01 -0.01 0.34
H -3.2070 -1.5514 -3.3213 0.01 -0.02 0.04 0.76
H -4.0342 -2.1004 -0.9876 0.03 0.05 0.01 0.66
H -3.9155 -0.3782 -1.3345 0.01 0.01 -0.04 0.54
C 0.2155 -4.3149 1.2299 0.18 0.04 -0.02 -1.00
C 0.5159 -3.1252 2.1251 0.14 0.03 0.24 -0.90
P 1.6728 -1.8442 1.4588 -0.16 -0.23 -0.42 1.64
C 1.2360 -0.5310 2.6636 0.27 -0.13 -0.23 0.29
C 1.5042 -0.9725 4.1391 0.00 0.03 0.11 0.26
C 0.4703 -0.7024 5.1781 0.00 0.07 -0.04 -1.42
C -0.0197 0.5086 5.4293 0.04 0.01 -0.05 -0.67
C 0.3190 1.7112 4.6729 0.01 -0.06 0.02 -0.71
C 1.1440 1.8181 3.6325 -0.12 0.03 0.09 -1.03
C 3.2096 -2.7898 1.4215 0.19 0.26 0.36 1.33
C 3.4859 -3.7216 0.4213 0.00 -0.07 0.04 -0.16
C 4.5885 -4.5543 0.5375 -0.06 0.01 -0.01 -1.20
C 5.4079 -4.4771 1.6534 -0.02 0.01 0.03 -0.93
C 5.1293 -3.5623 2.6587 -0.02 0.03 -0.02 -0.96
C 4.0395 -2.7143 2.5486 0.01 0.03 -0.13 -1.10
C -0.6722 -3.9077 0.0490 -0.14 -0.09 -0.33 -0.98
P 0.0975 -2.6261 -0.9912 -0.13 0.98 0.13 -0.53
C 1.7670 -0.2567 -1.4876 -0.14 -0.43 0.20 1.26
C 1.6079 0.7693 -2.4351 -0.11 0.07 -0.20 0.27
C 2.5960 1.0435 -3.3677 0.00 0.05 0.10 -0.97
C 3.7786 0.3146 -3.3708 -0.05 0.04 -0.03 -0.92
C 3.9626 -0.6807 -2.4271 -0.04 -0.12 0.12 -1.17
C 2.9654 -0.9639 -1.5030 0.19 0.10 -0.05 -0.50
C 0.9548 -3.4156 -2.3227 0.07 -0.38 0.39 1.48
C 1.2166 -4.8032 -2.2252 0.08 0.03 -0.17 -0.94
C 1.8008 -5.4790 -3.2760 -0.06 0.01 0.08 -0.95
C 2.1180 -4.7998 -4.4484 -0.01 -0.02 0.02 -0.67
C 1.8581 -3.4402 -4.5651 -0.09 0.09 0.05 -1.09
C 1.2913 -2.7453 -3.5151 0.13 0.13 0.02 -0.31
H -0.3183 -5.0658 1.8165 -0.03 0.04 -0.06 0.64
H 1.1350 -4.7912 0.8826 -0.01 0.01 0.06 0.22
H 1.0141 -3.4821 3.0305 -0.03 -0.03 -0.02 0.69
H -0.4081 -2.6260 2.4194 0.01 -0.02 0.02 0.62
H 1.8832 -1.9864 4.2598 0.01 0.01 -0.07 1.08
H 0.1617 -1.5454 5.7801 -0.01 -0.06 0.03 0.51
H -0.7252 0.6249 6.2410 -0.01 0.02 0.03 0.48
H -0.1873 2.6171 4.9815 -0.01 0.04 0.00 0.50
H 1.2328 2.7915 3.1732 -0.03 -0.05 -0.02 0.38
H 2.8618 -3.8092 -0.4571 -0.01 0.04 -0.05 0.60
H 4.8062 -5.2645 -0.2467 0.01 -0.04 -0.05 0.55
H 6.2655 -5.1275 1.7403 0.05 -0.04 0.00 0.45
H 5.7690 -3.4948 3.5264 0.03 0.00 0.04 0.52
H 3.8676 -1.9764 3.3205 -0.01 0.02 0.01 0.41
H -1.6166 -3.5113 0.4252 0.08 0.05 0.03 0.73
H -0.9223 -4.7518 -0.5934 0.04 -0.06 0.02 0.77
H 0.7316 1.4073 -2.4348 0.06 -0.07 0.00 -0.07
H 2.4480 1.8435 -4.0792 -0.01 0.05 -0.03 0.57
H 4.5518 0.5354 -4.0922 0.03 0.00 -0.05 0.50
H 4.8835 -1.2464 -2.4061 0.06 -0.02 0.01 0.58
H 3.1618 -1.7418 -0.7863 0.00 0.00 -0.04 0.49
H 0.9874 -5.3566 -1.3288 -0.05 -0.03 0.11 0.28
H 2.0048 -6.5360 -3.1886 0.00 -0.05 0.01 0.50
H 2.5662 -5.3350 -5.2735 0.03 -0.03 -0.04 0.47
H 2.1009 -2.9205 -5.4809 0.00 0.02 -0.02 0.52
H 1.0983 -1.6897 -3.6231 0.07 0.02 0.03 0.51
Cl 4.2566 0.3217 1.4652 -0.02 -0.22 0.02 0.03
C 3.0039 1.3486 2.0601 -0.34 -0.01 -0.17 0.63
Cl 3.6552 2.8775 2.5293 0.20 0.10 0.07 0.04
Cl 1.8112 1.7004 0.6153 0.26 0.01 -0.02 0.05
C 2.0267 0.7204 3.0734 0.13 0.11 0.13 0.86
O 2.6361 -0.0452 4.1145 0.01 0.00 0.14 -0.66
O 0.0081 -0.3570 1.9973 -0.01 -0.24 -0.29 -1.42



Record 3
81
Properties=species:S:1:pos:R:3:forces:R:3:mulliken_charge:R:1 method="wB97M-V/def2-TZVPD" gap_ha=0.26921 relative_energy_kcal_mol=29.49 mol_weight_da=1031.4 total_charge=+2 e_lumo_ha=-0.2225
Pt 0.7232 -0.8971 -0.0149 -0.24 0.26 -1.29 2.92
C -2.0698 -2.4303 -1.8295 -0.09 -0.02 -0.01 -0.81
C -1.6290 -2.9539 -0.5106 0.28 -0.01 -0.13 0.56
C -2.4768 -3.8072 0.1828 -0.06 0.01 -0.09 -0.64
C -2.0125 -4.5295 1.2533 -0.03 -0.12 0.11 -0.91
C -0.6545 -4.4764 1.5234 0.05 -0.02 0.02 -0.81
C 0.1550 -3.5885 0.8420 -0.28 0.24 -0.27 0.15
N -0.3508 -2.7342 -0.1032 -0.48 -0.40 0.62 0.08
Sb 2.2385 -3.9957 1.1460 0.04 -0.26 0.04 1.00
C 2.8724 -3.0730 -0.6577 0.11 0.36 -0.22 -0.07
C 3.8264 -3.7723 -1.3688 0.00 -0.02 0.01 -0.86
C 4.4171 -3.1899 -2.4813 0.07 -0.11 -0.02 -0.59
C 4.0265 -1.9235 -2.8291 -0.03 0.09 -0.04 -1.04
C 3.0379 -1.2527 -2.1084 -0.09 -0.10 0.12 1.37
C 2.6938 0.1266 -2.5954 -0.06 -0.08 -0.03 -1.56
N 2.4528 -1.8325 -1.0317 0.22 -0.37 -0.03 0.07
C 2.4926 -2.3758 2.4969 -0.09 0.16 0.14 0.12
C 3.4713 -2.4036 3.4785 0.05 0.01 -0.09 -0.88
C 3.3542 -1.5359 4.5555 0.01 0.01 0.00 -0.61
C 2.2461 -0.7147 4.6226 0.02 0.02 0.02 -0.93
C 1.3251 -0.7133 3.5795 0.04 0.06 -0.06 0.55
C 0.1379 0.1918 3.6009 0.04 -0.09 0.04 -0.99
N 1.4608 -1.5163 2.5135 0.14 -0.14 0.68 0.25
H -3.1321 -2.6093 -1.9795 0.00 0.02 0.00 0.39
H -1.8612 -1.3848 -1.9640 -0.07 0.11 0.03 -0.29
H -1.5244 -2.9692 -2.6089 0.00 0.00 0.00 0.37
H -3.4953 -3.9159 -0.1620 0.00 0.02 0.00 0.46
H -2.6688 -5.1846 1.8108 0.01 0.01 0.02 0.49
H -0.2202 -5.1367 2.2630 0.01 -0.02 -0.01 0.46
H 4.1171 -4.7649 -1.0511 0.01 0.01 0.02 0.44
H 5.1737 -3.7140 -3.0501 0.00 -0.01 0.00 0.44
H 4.4721 -1.4208 -3.6769 -0.02 0.00 -0.01 0.53
H 2.4913 0.0969 -3.6664 0.01 -0.02 -0.01 0.50
H 1.8339 0.5514 -2.1010 -0.15 0.06 -0.01 0.11
H 3.5481 0.7911 -2.4503 0.00 -0.01 0.02 0.43
H 4.2979 -3.0994 3.4159 -0.03 -0.04 0.02 0.49
H 4.0946 -1.5286 5.3444 0.00 -0.02 0.00 0.46
H 2.0802 -0.0790 5.4817 0.02 0.03 -0.01 0.49
H -0.0849 0.5275 4.6122 -0.02 0.01 0.01 0.53
H 0.3250 1.0807 2.9902 0.02 -0.01 0.00 0.11
H -0.7292 -0.3238 3.1918 0.12 -0.05 0.06 0.29
I 2.3703 0.8411 0.6792 0.62 0.24 0.66 -0.03
C 1.9431 2.7680 0.0849 0.16 0.04 -0.27 1.06
C 3.0837 3.5059 -0.0782 -0.09 0.30 -0.08 -0.83
C 2.9942 4.8998 -0.2624 0.03 -0.17 0.03 -0.98
C 1.7669 5.4843 -0.2194 -0.05 -0.02 0.01 -0.83
C 0.5872 4.7189 -0.0406 -0.07 0.17 -0.04 0.75
C -0.6505 5.4001 0.0579 0.06 0.00 -0.01 -0.94
C -1.7974 4.7102 0.2826 -0.01 -0.12 0.01 -1.34
C -1.7572 3.3029 0.3283 -0.11 0.18 0.12 -0.97
C -0.5982 2.5778 0.1812 0.11 -0.19 0.27 1.95
P -0.9124 0.7863 -0.1804 -0.35 -0.22 -0.32 -0.20
C -2.4584 0.4838 0.7330 -0.04 -0.05 -0.02 0.98
C -2.5531 0.8528 2.0772 -0.06 0.00 0.03 -0.73
C -3.6987 0.5765 2.8038 0.02 -0.01 -0.04 -1.22
C -4.7680 -0.0735 2.1997 0.00 0.00 0.00 -0.78
C -4.6967 -0.4125 0.8589 0.02 -0.01 -0.01 -0.81
C -3.5511 -0.1275 0.1257 -0.03 0.07 -0.03 -0.70
C -1.3790 0.9501 -1.9707 -0.03 0.13 0.14 0.49
C -0.7722 0.1925 -2.9668 0.30 0.03 -0.02 0.05
C -1.1037 0.3554 -4.3045 0.00 -0.01 -0.03 -1.40
C -2.0628 1.2825 -4.6764 -0.02 0.00 0.09 -0.81
C -2.6901 2.0406 -3.6951 0.04 -0.05 -0.06 -1.01
C -2.3471 1.8807 -2.3643 -0.07 0.01 0.14 -0.70
C 0.6349 3.3011 0.0691 0.00 0.09 -0.06 -0.76
H 4.0596 3.0394 -0.0396 0.00 -0.02 -0.02 0.44
H 3.8932 5.4834 -0.3992 0.00 0.01 0.00 0.44
H 1.6656 6.5580 -0.3097 0.00 0.01 -0.01 0.42
H -0.6534 6.4792 -0.0251 -0.01 0.01 0.00 0.42
H -2.7446 5.2191 0.3945 0.00 0.00 0.02 0.48
H -2.6970 2.7888 0.4657 0.01 0.04 -0.02 0.61
H -1.7454 1.3901 2.5542 -0.13 0.04 -0.09 1.06
H -3.7634 0.8815 3.8395 0.00 0.00 0.02 0.47
H -5.6633 -0.2870 2.7675 -0.01 0.00 0.00 0.46
H -5.5399 -0.8838 0.3717 -0.01 0.02 -0.01 0.51
H -3.5446 -0.3290 -0.9339 0.06 -0.11 -0.10 0.46
H -0.0488 -0.5665 -2.6991 0.09 0.05 0.03 0.90
H -0.6188 -0.2571 -5.0535 0.01 0.01 0.00 0.51
H -2.3292 1.4097 -5.7166 0.01 0.00 -0.01 0.43
H -3.4490 2.7621 -3.9652 0.00 0.00 0.00 0.49
H -2.8602 2.4951 -1.6383 0.03 -0.05 0.01 0.52



Record 4
6
Properties=species:S:1:pos:R:3:forces:R:3:mulliken_charge:R:1 method="wB97M-V/def2-TZVPD" gap_ha=0.40209 relative_energy_kcal_mol=35.48 mol_weight_da=45.0 smiles="NC=O" e_lumo_ha=0.0258
N 0.6456 -0.2795 -0.3047 4.09 -1.31 5.76 -0.54
C -0.6017 0.2746 -0.0577 0.13 -2.30 -1.81 0.07
O -1.5883 -0.3860 -0.1377 -1.55 -0.46 0.74 -0.47
H 0.8210 -1.3442 0.3600 -1.11 4.10 -2.96 0.32
H 1.3467 0.4159 0.2673 -1.67 -2.15 -2.12 0.28
H -0.6233 1.3192 -0.1271 0.10 2.12 0.39 0.33